# 1
15
Properties=species:S:1:pos:R:3 method="wB97M-V/def2-TZVPD" orbital_gap_ev=9.77 multiplicity=1 homo_ev=-9.31 smiles="CO/C(C)=N/SC=O"
C 0.512 -2.388 0.738
C 0.306 -0.243 -0.264
C 0.046 0.336 -1.631
C -0.999 2.637 0.816
H 1.426 -2.220 1.415
H 0.744 -3.448 0.390
H -0.527 -2.718 1.367
H 0.233 -0.369 -2.411
H -1.054 0.764 -1.443
H 0.791 1.291 -1.746
H -1.077 3.665 0.820
N 0.410 0.207 0.868
O 0.510 -1.596 -0.319
O -1.890 2.194 0.040
S 0.570 1.887 1.358

=====

# 2
11
Properties=species:S:1:pos:R:3 method="wB97M-V/def2-TZVPD" orbital_gap_ev="7.64 / 8.07" s_squared=3.7672 total_charge=+2 multiplicity=4 homo_ev="-17.13 / -17.33"
O -0.043 0.672 0.904
Li -2.202 0.191 1.515
C -0.106 1.012 -0.475
C -0.172 -0.611 0.267
O -1.335 0.642 -0.948
C -1.111 -0.816 -0.890
H -2.047 -1.378 -0.801
H -0.718 -1.250 -1.814
H 1.053 -1.939 1.076
V 2.094 0.409 -0.007
O 1.054 -1.294 0.356

=====

# 3
15
Properties=species:S:1:pos:R:3 method="wB97M-V/def2-TZVPD" orbital_gap_ev=8.76 multiplicity=1 homo_ev=-9.37 smiles="[H]/N=C(/O)c1ccoc(=O)c1"
O -3.259 0.507 -0.779
C -2.179 0.403 -0.239
O -2.077 0.816 1.064
C -0.939 0.736 1.773
C 0.206 0.257 1.248
C 0.160 -0.281 -0.083
C -0.965 -0.116 -0.832
C 1.397 -0.851 -0.707
N 1.917 -0.488 -1.817
H -1.047 1.142 2.778
H 1.141 0.364 1.793
H -0.992 -0.305 -1.905
O 2.252 -1.326 0.196
H 1.256 0.002 -2.416
H 3.129 -0.858 -0.072

=====

# 4
108
Properties=species:S:1:pos:R:3 method="wB97M-V/def2-TZVPD" orbital_gap_ev=7.42 multiplicity=1 homo_ev=-9.21 smiles="COC[C@H](OCCN)[PH2]=O.O=C1C=CC(=O)C=C1.O=C1C=CC(=O)C=C1.O=C1C=CC(=O)C=C1.O=C1C=CC(=O)C=C1.O=C1C=CC(=O)C=C1.O=C1C=CC(=O)C=C1.O=C1C=CC(=O)C=C1"
C 2.250 1.562 0.320
O 0.849 1.409 0.547
C 0.126 2.629 0.525
C -0.782 2.768 1.754
O -0.329 3.684 2.727
C 0.952 3.403 3.298
C 1.846 4.656 3.271
N 3.089 4.429 2.482
P -1.179 1.108 2.467
O -0.118 0.557 3.370
H 2.454 2.243 -0.520
H 2.664 0.584 0.064
H 2.736 1.950 1.224
H -0.513 2.630 -0.373
H 0.783 3.505 0.464
H -1.730 3.172 1.386
H 0.790 3.112 4.347
H 1.453 2.553 2.822
H 2.118 4.909 4.308
H 1.292 5.511 2.874
H 3.400 5.333 2.132
H 3.827 4.165 3.130
H -2.434 1.177 3.088
H -1.357 0.266 1.349
C -1.214 2.574 9.459
C -1.855 3.190 8.469
C -1.577 2.859 7.049
O -2.163 3.420 6.147
C -0.558 1.816 6.774
C 0.082 1.199 7.764
C -0.195 1.528 9.184
O 0.385 0.967 10.089
H -1.399 2.798 10.501
H -2.602 3.954 8.646
H -0.371 1.589 5.728
H 0.827 0.434 7.586
C 4.401 -2.390 3.068
C 4.116 -3.250 4.041
C 2.906 -3.082 4.888
O 2.649 -3.868 5.774
C 2.028 -1.920 4.605
C 2.311 -1.055 3.633
C 3.520 -1.228 2.790
O 3.768 -0.454 1.887
H 5.273 -2.495 2.435
H 4.738 -4.108 4.260
H 1.150 -1.816 5.230
H 1.674 -0.202 3.415
C 1.709 -3.431 0.690
C 0.781 -2.875 -0.081
C 0.098 -3.651 -1.138
O -0.745 -3.133 -1.844
C 0.485 -5.072 -1.309
C 1.408 -5.632 -0.531
C 2.093 -4.854 0.534
O 2.939 -5.363 1.239
H 2.216 -2.871 1.460
H 0.490 -1.836 0.021
H -0.026 -5.618 -2.092
H 1.705 -6.668 -0.634
C 2.758 0.310 -3.261
C 2.304 1.479 -3.707
C 0.849 1.726 -3.876
O 0.434 2.789 -4.285
C -0.072 0.618 -3.528
C 0.374 -0.553 -3.082
C 1.828 -0.793 -2.912
O 2.251 -1.859 -2.506
H 3.814 0.106 -3.133
H 2.963 2.297 -3.968
H -1.130 0.816 -3.652
H -0.298 -1.367 -2.820
C -3.298 -1.319 -4.988
C -2.998 -1.760 -6.206
C -3.516 -1.076 -7.419
O -3.247 -1.477 -8.530
C -4.375 0.119 -7.217
C -4.670 0.561 -5.998
C -4.153 -0.125 -4.788
O -4.413 0.278 -3.672
H -2.933 -1.800 -4.088
H -2.372 -2.627 -6.375
H -4.739 0.602 -8.115
H -5.292 1.430 -5.827
C 3.698 -3.026 -5.538
C 2.896 -3.920 -6.111
C 2.688 -3.938 -7.580
O 1.956 -4.751 -8.102
C 3.408 -2.919 -8.386
C 4.208 -2.024 -7.813
C 4.415 -2.007 -6.343
O 5.141 -1.188 -5.819
H 3.860 -2.994 -4.467
H 2.361 -4.669 -5.542
H 3.241 -2.951 -9.455
H 4.740 -1.271 -8.380
C -5.334 1.021 0.117
C -6.611 0.728 -0.113
C -7.703 1.392 0.644
O -8.866 1.124 0.435
C -7.317 2.396 1.666
C -6.040 2.689 1.895
C -4.954 2.023 1.138
O -3.789 2.301 1.358
H -4.523 0.550 -0.425
H -6.915 0.002 -0.856
H -8.128 2.868 2.206
H -5.731 3.416 2.636

=====

# 5
14
Properties=species:S:1:pos:R:3 method="wB97M-V/def2-TZVPD" orbital_gap_ev=10.22 multiplicity=1 homo_ev=-9.44 smiles="C#CCCNC=O"
O 1.412 2.249 1.258
C 1.157 1.138 1.660
N 0.269 0.389 1.018
C -0.375 0.875 -0.098
C -0.604 -0.155 -1.159
C -0.893 -1.490 -0.780
C -1.073 -2.606 -0.369
H 1.578 0.605 2.523
H 0.099 -0.537 1.353
H 0.003 1.815 -0.511
H -1.541 1.335 0.338
H -1.538 0.660 -1.156
H -0.043 0.036 -2.069
H -1.351 -3.572 -0.040

=====

# 6
37
Properties=species:S:1:pos:R:3 method="wB97M-V/def2-TZVPD" orbital_gap_ev="7.19 / 7.07" s_squared=0.7572 total_charge=-2 multiplicity=2 homo_ev="-2.71 / -2.59"
Co -0.261 0.039 0.529
O -0.664 -3.336 0.107
S -1.051 -2.327 1.085
O -1.733 -2.888 2.241
O 0.177 -1.529 1.528
O -1.888 -1.244 0.425
C -2.135 -0.524 -2.686
C -0.662 -0.327 -2.650
N 0.049 -0.133 -1.571
C 1.346 0.020 -1.969
C 1.434 -0.081 -3.329
N 0.152 -0.308 -3.740
C 2.588 -0.030 -4.293
O 3.725 0.162 -3.767
O 2.306 -0.126 -5.497
C 2.341 0.347 -0.945
O 3.587 0.411 -1.336
O 1.993 0.569 0.208
H -2.424 -1.020 -1.759
H -2.427 -1.123 -3.550
H -2.641 0.445 -2.734
H -0.089 -0.389 -4.713
H 3.647 0.268 -2.372
C -1.848 4.984 -2.375
N -1.773 4.098 -1.234
C -2.686 4.153 -0.230
C -2.643 3.311 0.816
C -1.595 2.304 0.830
O -1.482 1.463 1.739
N -0.727 2.240 -0.207
C -0.745 3.090 -1.241
O 0.016 3.092 -2.202
H -2.422 5.871 -2.107
H -2.316 4.489 -3.231
H -0.841 5.265 -2.673
H -3.448 4.919 -0.329
H -3.375 3.340 1.609

=====

For reference, DFT total energy by record: -759.921539 -1292.507488 -512.079553 -3491.092845 -324.565521 -3177.810307 Eh.